Density functional theory data (the ωB97M-V functional and the def2-TZVPD basis) for C44H41N10ORuSSi as an isolated structure in a non-equilibrium geometry.

Calculated values
Maximum force ... 4.21 eV Å⁻¹
Multiplicity ... 2
HOMO-LUMO gap (alpha / beta) ... 4.1 / 4.7 eV
Calculated total energy ... -84527.3273 eV
Charge ... +2
Energy above the lowest of the compared OMol25 structures with the same formula, charge and spin ... 3.430 eV

CARTESIAN COORDINATES (ANGSTROEM)
Si (-3.65682, -1.73566, -4.25783)
C (-2.53057, -0.12894, 4.25466)
C (-1.12837, 2.24993, 0.74471)
H (2.72433, -7.24781, 5.75214)
H (-4.51383, 0.50974, 4.73413)
C (-2.61787, 1.79339, 2.30053)
N (-2.33247, 2.62056, 1.23791)
H (-0.53297, -0.59503, 3.56585)
C (-3.72714, 1.65414, 3.12016)
C (-1.49245, 0.95061, 2.42585)
H (-4.38559, -0.78605, -6.45771)
H (0.46992, 3.34504, -0.08667)
H (-1.31318, -3.19416, -5.22437)
C (2.40132, -11.40633, 8.33631)
S (-2.23985, -0.32529, -1.37775)
H (-2.75259, -1.40614, -6.59819)
C (5.14433, 0.15877, 1.77912)
C (-4.81630, -0.71498, -3.15471)
H (-4.59747, 2.28310, 3.01418)
N (2.12317, 0.91869, -0.20889)
C (-1.42402, 0.00344, 3.44344)
H (6.37229, 1.93943, -0.86191)
H (3.90503, 2.56976, -2.26904)
H (1.81765, -2.22957, -2.47187)
H (3.12527, -9.23520, 7.13366)
N (-1.22453, -2.06811, 1.22482)
N (-0.11842, 1.83610, -1.41303)
C (-1.21315, -3.89563, 2.79694)
N (-0.03458, -1.42515, -2.09955)
C (1.11366, 2.04427, -2.15808)
C (-0.40833, -4.84064, 3.47436)
H (-1.10591, 3.64997, -0.86181)
H (3.10508, -1.80846, -0.30550)
C (4.30422, 1.46255, -0.48927)
C (6.06503, 0.76178, 0.91426)
C (-0.24455, -9.51412, 6.69702)
C (0.88236, -3.07401, 1.72018)
O (1.15112, -10.98540, 7.82855)
H (-5.34656, -3.53469, -4.64836)
C (2.72522, -2.39516, 0.52421)
H (7.11693, 0.70598, 1.14691)
H (-4.90908, -1.13802, -2.16028)
H (1.08899, 1.38351, -3.03340)
H (-3.04438, 0.13864, -5.81789)
H (5.50469, -0.32239, 2.67560)
H (2.80993, -10.67766, 9.04059)
C (0.99109, -4.86804, 3.34954)
H (-1.62743, -6.11238, 4.65291)
Ru (0.14647, -0.41991, 0.02179)
H (3.06027, -0.25763, 2.18342)
H (-3.14452, -4.42981, 3.60373)
C (-0.45986, -8.38636, 5.94692)
N (-0.59582, 1.25642, 1.42845)
H (3.65894, -4.69040, 2.83632)
C (1.90713, -7.89670, 6.02748)
H (-4.49670, 0.31542, -3.04615)
N (3.55204, 2.01041, -1.50682)
H (3.12492, -11.57807, 7.53585)
H (-0.90147, 1.70851, -2.05096)
C (-3.66738, 0.66675, 4.08424)
C (0.48146, -6.43083, 4.70990)
C (-0.95910, -2.68499, -4.34172)
H (-3.04536, -1.25241, 0.76472)
C (5.66401, 1.44199, -0.21888)
C (-3.27133, -2.84116, 2.18769)
H (-4.27664, -3.98199, -3.33689)
C (-1.32263, -1.30393, -2.46638)
C (-0.54588, -2.99801, 1.91734)
H (1.05818, -3.43409, -4.52587)
N (1.43409, -2.28348, 0.77710)
C (1.05339, -9.85805, 7.12900)
C (2.12553, -9.01293, 6.79704)
C (-2.60606, -3.78510, 2.92801)
C (0.36866, -2.83040, -3.95731)
C (-2.53354, -1.99939, 1.35383)
H (-1.05742, -10.17058, 6.96503)
H (-5.80861, -0.70158, -3.59381)
C (3.37808, 0.79880, 0.34070)
C (-0.45574, 2.87597, -0.43555)
C (2.26438, 1.65460, -1.28841)
C (3.58002, -3.22820, 1.25201)
C (0.79323, -2.16970, -2.81921)
H (-2.52449, -0.86869, 5.03896)
H (-2.92440, 3.35711, 0.88734)
C (0.61889, -7.56547, 5.57976)
C (3.05254, -4.02302, 2.24364)
C (-3.43340, -0.86954, -5.94322)
H (4.63377, -3.23590, 1.02317)
C (3.79099, 0.17461, 1.51476)
C (-1.85019, -1.90844, -3.61265)
N (1.50733, -5.83995, 4.12587)
H (1.24112, 3.08153, -2.51002)
C (-4.31173, -3.52267, -4.32183)
N (-0.70760, -5.84824, 4.34031)
C (1.66835, -3.99270, 2.45690)
H (-4.34299, -2.73779, 2.23380)
H (2.21049, -12.34182, 8.85776)
H (-3.74714, -4.15511, -4.99931)
H (-1.46602, -8.15834, 5.62639)


Density functional theory data (the ωB97M-V functional and the def2-TZVPD basis) for C44H41N11O3S2SiTi as an isolated structure in a non-equilibrium geometry.

Calculated values
Maximum force ... 6.60 eV Å⁻¹
Multiplicity ... 2
HOMO-LUMO gap (alpha / beta) ... 7.4 / 7.6 eV
Calculated total energy ... -121484.8220 eV
Charge ... +1
Energy above the lowest of the compared OMol25 structures with the same formula, charge and spin ... 2.981 eV

CARTESIAN COORDINATES (ANGSTROEM)
H (-5.15828, -3.30656, -5.12274)
N (2.75007, 0.24981, 0.92067)
H (-1.31962, -3.34161, 2.94139)
H (-4.01578, -3.25333, 1.71335)
C (0.28073, -2.07675, -0.78548)
O (4.71157, 1.38687, -0.34276)
H (-0.93348, 7.75207, 3.03474)
N (-0.50623, -2.85637, 1.05622)
C (3.33301, 0.33909, 2.18990)
C (-4.12099, -1.75499, -5.98693)
C (1.19677, 5.61494, 1.16720)
N (-5.76769, -2.54061, -0.38661)
H (1.37805, 6.61304, 1.65062)
H (5.32214, -0.34786, 1.66230)
H (-3.73855, 5.43798, 1.59377)
C (4.85447, -3.45951, -0.73701)
H (5.01147, -0.02973, -2.55348)
C (4.39297, -1.15781, -0.88058)
C (4.99939, -0.29797, 3.83716)
S (-1.02386, 2.22336, 1.06897)
C (-0.52108, -1.49811, 1.16143)
N (0.07336, -0.96024, 0.05880)
H (-4.94334, 0.49070, -2.91631)
C (-3.55340, -3.97869, 1.04473)
H (4.72623, -4.42820, -0.24690)
C (5.85294, -4.68209, -2.72752)
N (0.01220, -3.22250, -0.23503)
H (6.91184, -4.93169, -2.56966)
C (0.68631, 1.20272, 5.36291)
C (-3.94572, -5.73688, -0.64745)
C (5.39620, -2.22158, -2.73667)
H (2.21510, 0.46673, 6.74367)
C (-4.73115, -2.32573, -4.93989)
H (5.71910, -4.55168, -3.82438)
C (-4.71103, -0.18023, -3.73707)
H (-1.09697, 5.64306, 4.90555)
C (0.15784, 2.00663, -3.01063)
C (2.28614, 3.93238, -0.11499)
Si (-1.41681, 5.49998, 2.30301)
C (4.19093, 0.00337, 4.91132)
H (-2.87128, -0.02147, -6.53808)
H (2.83192, 5.98327, -0.14038)
C (-1.62701, 4.92567, 4.14700)
H (4.57312, 0.01218, 5.91405)
C (-1.13609, -3.82915, 1.95752)
H (-2.57191, -7.34578, -0.63390)
C (-2.83428, -6.37312, -0.21381)
H (0.73052, -1.95209, -1.73893)
C (4.23140, -2.36755, -0.16569)
C (-2.98507, 1.49753, -4.28939)
H (-0.39347, 2.05149, 3.70262)
H (-0.91494, -6.19206, 0.71897)
N (-0.34758, 1.34605, -1.87709)
H (-3.89031, -2.24647, -6.92637)
C (-3.58547, -0.43544, -5.82981)
H (-0.05819, 1.47606, 6.12464)
C (5.03180, -1.03002, -2.09585)
S (3.68470, 0.37322, -0.39055)
H (-1.21338, 3.86385, 4.27830)
C (5.42381, -3.41656, -2.04425)
C (1.93497, 0.73416, 5.74939)
C (-5.10292, -1.56716, -3.79817)
H (-1.98660, -0.02796, -1.84590)
H (5.68505, -2.17786, -3.79177)
Ti (0.80856, 0.93004, -0.10371)
H (-2.71550, 4.84913, 4.28062)
H (-0.48656, -4.67572, 2.26838)
N (-1.67977, 1.16708, -3.58849)
N (1.27926, 1.27036, 3.02220)
H (1.05721, 2.60823, -2.98224)
H (-3.13478, 3.71175, 1.71183)
C (-2.28140, -4.49065, 1.23689)
C (-4.99201, -3.56401, -0.84013)
H (-2.48561, 7.63316, 1.94549)
N (-0.62034, 1.93485, -4.02995)
N (-5.96011, -1.64678, -1.43805)
H (-3.62401, 2.02314, -3.53659)
C (-1.94597, -5.74694, 0.64245)
O (-4.80940, -3.43897, -2.17783)
C (2.50597, 0.72454, 3.29204)
C (-1.38923, 0.72091, -2.37268)
H (-2.76234, 4.71644, 0.32160)
N (1.23605, 3.09008, 0.19700)
H (-4.51634, -6.12220, -1.49089)
H (-0.83828, 7.51362, 1.21572)
C (0.13820, 4.81208, 1.42631)
H (3.12199, 3.48739, -0.66082)
C (2.23674, 5.22423, 0.32356)
H (5.98856, -0.73933, 4.03893)
C (-1.45794, 7.30567, 2.15660)
H (-1.06488, -0.89889, 1.90021)
O (2.48220, 0.62872, -1.33631)
C (2.88532, 0.47241, 4.67572)
C (4.63511, -0.10197, 2.48451)
C (0.16006, 3.49096, 0.89265)
H (3.82346, -2.32292, 0.78493)
H (-2.64628, 2.13286, -5.10635)
H (5.31711, -5.61099, -2.44209)
C (-2.90797, 4.77217, 1.38314)
C (0.48599, 1.50156, 4.00826)
C (-5.36286, -2.14832, -2.50888)
C (-3.75618, 0.28117, -4.63647)
C (-4.28773, -4.49768, -0.05572)


Density functional theory data (the ωB97M-V functional and the def2-TZVPD basis) for C44H41NO2P2SSeW as an isolated structure.

Calculated values
Maximum force ... 0.33 eV Å⁻¹
Multiplicity ... 3
HOMO-LUMO gap (alpha / beta) ... 6.9 / 7.2 eV
Calculated total energy ... -148456.3732 eV
Charge ... +2
Energy above the lowest of the compared OMol25 structures with the same formula, charge and spin ... 0.000 eV

CARTESIAN COORDINATES (ANGSTROEM)
H (2.07258, -2.25891, -1.51995)
C (-2.84791, -0.08041, 3.84536)
C (2.40624, 0.69492, 3.00794)
H (-2.74757, 3.04003, -3.63278)
P (1.08472, 1.41707, 2.06290)
C (2.33523, -1.20848, -1.42502)
H (0.01705, -4.77334, -3.21003)
H (-4.23311, -1.72994, -2.91293)
H (5.26358, -0.86531, 5.06959)
H (3.23222, -0.78410, -3.88447)
H (-0.46704, 3.42369, 0.70328)
O (0.86090, 0.61005, 0.75685)
C (-2.12821, -1.16846, -5.20384)
C (1.66388, -0.38533, -2.47586)
C (-0.06389, 1.00488, -3.20881)
H (1.89236, -2.56077, 5.51973)
C (-1.37903, -2.10354, -3.12987)
C (-0.33852, -2.75715, -3.79309)
C (1.27035, -2.57180, 4.63470)
C (4.46095, -0.42758, 4.49075)
C (3.21125, -0.28950, 2.44290)
H (0.64802, -3.01103, -5.66910)
H (0.46434, -4.56039, 2.00880)
C (-0.42594, 1.38320, 3.08020)
C (1.71115, 0.44104, -4.73311)
H (0.46564, -0.63569, 5.02132)
C (-5.11204, -0.04464, 5.42720)
W (-0.68219, -0.05799, -0.43577)
C (1.44136, 3.11282, 1.67896)
C (1.96770, 5.74886, 1.01584)
C (2.92059, 5.00707, 1.69609)
C (-2.72061, 0.00615, 5.23338)
H (0.67077, -3.61880, -2.07946)
C (0.48232, 3.86347, 0.99002)
C (0.75046, 5.17821, 0.65919)
H (1.48280, -3.90041, -3.63530)
H (4.86270, -1.61679, 2.75139)
H (-4.19363, -0.21929, 2.17167)
C (-3.63200, -0.88070, -3.24354)
C (-4.10520, -0.15019, 3.24771)
C (3.66495, 0.56389, 5.05391)
H (-0.80693, -0.37719, -7.54838)
C (1.28311, -3.66967, 3.78342)
C (0.50034, 1.12249, -4.48961)
H (2.03559, 1.91118, 4.76148)
C (-1.24057, 1.72278, -2.91725)
C (2.29011, -0.27578, -3.73291)
C (-0.13934, 1.92094, -5.46689)
C (-1.84035, 2.49978, -3.87213)
C (0.47156, -3.69442, 2.65740)
H (-1.06853, 2.21907, 2.78742)
O (-1.81874, -0.11710, 1.34210)
H (3.41569, -1.13395, -1.54572)
H (-5.99865, -0.03132, 6.04701)
H (-6.21701, -0.19133, 3.59486)
H (3.04032, -0.62157, 1.43103)
Se (-1.53643, -2.20516, -1.19972)
S (-1.95751, 1.58997, -1.30658)
H (-2.85968, -0.59613, -5.76451)
H (2.17149, 6.78025, 0.76020)
H (3.86690, 5.45490, 1.96742)
C (-3.85665, 0.02589, 6.02118)
C (-0.34773, -1.50187, 3.21127)
C (2.63910, 1.12699, 4.31550)
H (0.01155, 5.76239, 0.12740)
C (-1.03192, -1.70057, -5.87099)
C (-0.83428, -1.44819, -7.34005)
H (-1.65598, -1.86791, -7.92169)
C (2.66438, 3.68477, 2.02925)
H (-3.48971, -0.23180, -2.38356)
C (-2.34052, -1.36731, -3.84396)
H (-1.77776, 3.20796, -5.90800)
C (-5.23723, -0.13399, 4.04901)
C (4.23706, -0.85052, 3.18913)
C (0.51797, -3.80493, -3.13789)
C (-0.16737, -2.51564, -5.15252)
H (3.84893, 0.90133, 6.06507)
P (-1.40805, -0.12407, 2.81776)
H (2.07300, -0.88389, -0.42544)
H (-4.20965, -0.33697, -3.98936)
H (-0.15248, 1.52699, 4.12746)
C (-0.35213, -2.61586, 2.37379)
H (0.09206, -1.89253, -7.70128)
H (2.17712, 0.51070, -5.70868)
H (0.30555, 1.99624, -6.45124)
H (3.41555, 3.10694, 2.55028)
H (-1.01713, -2.66100, 1.52324)
H (-3.76692, 0.09236, 7.09677)
N (0.50237, 0.21351, -2.22621)
H (-1.74554, 0.04842, 5.70526)
C (-1.28851, 2.59371, -5.16491)
H (1.91864, -4.51645, 4.00693)
C (0.45769, -1.48727, 4.35109)


Which value of maximum force does entry 1 give?
4.21 eV Å⁻¹


Look up the maximum force of the first one.
4.21 eV Å⁻¹